2 unconnected molecules or ions with the total composition C4H5Cl. Source: the OMol25 dataset; level of theory: ωB97M-V/def2-TZVPD.

Computed properties:
Gap between HOMO and LUMO (alpha / beta), eV: 7.0959 / 7.1232
Multiplicity: 1

Last column: Löwdin charge in e.
Atoms and positions in Å:
C1 0.65 -2.48 0.23  0.238
C2 0.63 -1.33 -0.23  -0.183
C3 -0.41 0.85 0.19  -0.058
C4 0.45 -0.05 -0.58  -0.216
Cl1 2.94 0.58 0.10  -0.126
H1 0.66 -3.43 0.54  0.013
H2 0.23 1.58 0.66  0.087
H3 -1.02 0.19 0.88  0.130
H4 -0.99 1.36 -0.42  0.031
H5 0.87 0.24 -1.52  0.084

---

C4H8O2 in the gas phase. Source: the OMol25 dataset; level of theory: ωB97M-V/def2-TZVPD.

Computed properties:
Gap between HOMO and LUMO, eV: 10.6093
Multiplicity: 1

Last column: Löwdin charge in e.
Atoms and positions in Å:
O1 -1.04 1.32 0.98  -0.022
C1 -0.78 0.54 -0.17  -0.309
C2 0.62 0.65 -0.82  -0.111
C3 0.91 -0.82 -0.46  -0.108
C4 -0.48 -0.95 0.20  -0.332
O2 -0.48 -1.23 1.57  -0.016
H1 -0.31 1.93 1.12  0.092
H2 -1.61 0.66 -0.87  0.143
H3 0.60 0.87 -1.89  0.106
H4 1.27 1.38 -0.33  0.108
H5 1.08 -1.49 -1.31  0.104
H6 1.71 -0.98 0.27  0.112
H7 -1.16 -1.67 -0.27  0.144
H8 -0.31 -0.39 2.02  0.086

---

2 unconnected molecules or ions with the total composition CH8N3O. Source: the OMol25 dataset; level of theory: ωB97M-V/def2-TZVPD.

Computed properties:
Gap between HOMO and LUMO (alpha / beta), eV: 11.0156 / 5.0957
⟨S²⟩: 0.7662
Net charge: +2
Multiplicity: 2

Last column: Löwdin charge in e.
Atoms and positions in Å:
N1 0.11 1.21 0.31  0.454
C1 0.55 -0.11 0.49  -0.323
N2 1.71 -0.11 1.20  0.303
N3 -0.14 -1.18 0.29  0.304
H1 0.85 1.89 0.08  0.201
H2 -0.82 1.61 0.49  0.202
H3 2.08 -0.95 1.66  0.188
H4 1.93 0.70 1.78  0.169
H5 -0.93 -1.33 -0.35  0.151
H6 0.22 -2.03 0.72  0.178
H7 -1.89 -0.25 -2.69  0.096
H8 -2.46 0.79 -1.72  0.083
O1 -1.77 0.12 -1.80  -0.006

---

A gas-phase ion, C5H8N5O (charge +1). Source: the OMol25 dataset; level of theory: ωB97M-V/def2-TZVPD.

Computed properties:
Gap between HOMO and LUMO, eV: 9.7392
Net charge: +1
Multiplicity: 1

Last column: Löwdin charge in e.
Atoms and positions in Å:
C1 1.72 2.22 -0.48  -0.160
C2 1.18 0.21 -0.09  -0.153
C3 0.13 1.00 0.18  -0.263
C4 -2.20 0.49 0.17  -0.104
C5 1.50 -1.21 0.30  -0.340
N1 0.57 2.29 -0.04  0.148
N2 2.22 0.96 -0.46  0.161
N3 -1.10 0.93 0.83  0.149
N4 -2.36 0.13 -1.06  0.212
N5 0.72 -2.11 0.75  0.182
O1 2.83 -1.39 -0.09  0.042
H1 2.28 3.08 -0.57  0.122
H2 -3.12 0.52 0.80  0.175
H3 2.96 0.54 -0.97  0.161
H4 -1.27 1.38 1.75  0.194
H5 -3.27 0.00 -1.47  0.146
H6 1.05 -3.00 0.96  0.035
H7 -1.55 -0.04 -1.67  0.158
H8 3.16 -2.23 0.29  0.136

---

A gas-phase ion, C8H10N5 (charge +1). Source: the OMol25 dataset; level of theory: ωB97M-V/def2-TZVPD.

Computed properties:
Gap between HOMO and LUMO (alpha / beta), eV: 6.3617 / 9.5377
Net charge: +1
Multiplicity: 1

Last column: Löwdin charge in e.
Atoms and positions in Å:
C1 -0.82 2.19 0.32  -0.218
C2 -2.69 -1.35 -0.28  -0.216
C3 -1.35 0.07 1.02  -0.368
C4 1.85 1.16 -0.04  0.060
C5 -0.75 0.90 -0.26  -0.123
C6 0.63 0.35 -0.59  -0.361
C7 2.28 -1.27 0.49  -0.028
C8 -2.77 -0.35 0.81  -0.095
N1 -0.95 3.23 0.79  0.245
N2 -2.65 -2.03 -1.20  0.179
N3 -0.78 -0.14 2.10  0.324
N4 0.85 -0.26 -1.84  0.227
N5 1.52 -0.08 0.50  -0.018
H1 2.65 1.13 -0.66  0.106
H2 1.75 2.02 0.63  0.159
H3 -1.43 0.84 -1.16  0.180
H4 2.93 -1.56 -0.43  0.139
H5 3.10 -0.94 1.23  0.157
H6 1.78 -2.20 0.64  0.101
H7 -3.46 -0.70 1.64  0.166
H8 -3.25 0.50 0.31  0.138
H9 1.59 -0.98 -1.73  0.120
H10 -0.02 -0.54 -2.28  0.125

---

2 unconnected molecules or ions with the total composition H4NO2P2. Source: the OMol25 dataset; level of theory: ωB97M-V/def2-TZVPD.

Computed properties:
Gap between HOMO and LUMO, eV: 8.1025
Net charge: -1
Multiplicity: 1

Last column: Löwdin charge in e.
Atoms and positions in Å:
N1 1.41 2.11 0.87  -0.288
O1 -0.12 -2.59 -0.43  -0.214
O2 -0.41 0.61 1.98  -0.491
P1 -0.55 0.48 -1.07  0.345
P2 0.26 1.07 0.76  0.122
H1 1.38 2.55 -0.01  -0.118
H2 -0.17 -2.28 -1.46  0.063
H3 -0.28 -1.71 -0.08  -0.113
H4 -1.53 -0.23 -0.55  -0.307

---

A gas-phase ion, C6H8N (charge +1). Source: the OMol25 dataset; level of theory: ωB97M-V/def2-TZVPD.

Computed properties:
Gap between HOMO and LUMO, eV: 9.0182
Net charge: +1
Multiplicity: 1

Last column: Löwdin charge in e.
Atoms and positions in Å:
C1 -0.02 0.53 -0.54  -0.044
C2 -1.27 -0.10 -0.73  -0.010
C3 0.72 0.43 0.58  0.046
C4 -2.82 0.36 -2.68  0.108
C5 1.33 0.15 1.63  -0.120
C6 2.47 -0.70 2.00  -0.043
N1 -2.06 0.00 -1.77  0.080
H1 0.39 1.20 -1.28  0.116
H2 -1.52 -0.77 0.05  0.145
H3 -3.04 -0.46 -3.48  0.154
H4 -3.46 1.28 -2.64  0.134
H5 1.05 0.80 2.45  0.150
H6 2.16 -1.72 2.30  0.107
H7 2.86 -0.31 2.91  0.073
H8 3.20 -0.70 1.20  0.102

---

2 unconnected molecules or ions with the total composition C6H10O. Source: the OMol25 dataset; level of theory: ωB97M-V/def2-TZVPD.

Computed properties:
Gap between HOMO and LUMO, eV: 8.0243
Multiplicity: 1

Last column: Löwdin charge in e.
Atoms and positions in Å:
C1 -1.80 0.68 -0.57  -0.191
C2 -2.57 -0.13 0.17  -0.010
C3 0.49 -0.30 -0.53  -0.109
C4 -0.33 0.78 -0.72  -0.113
C5 2.58 -1.36 -1.21  0.016
C6 1.60 -0.47 -1.49  -0.181
H1 -2.31 1.31 -1.29  0.091
H2 -3.64 0.00 0.15  0.047
H3 -2.14 -0.59 1.06  0.051
H4 0.63 -0.98 0.30  0.106
H5 0.06 1.66 -1.20  0.098
H6 2.62 -1.88 -0.27  0.056
H7 3.26 -1.54 -2.02  0.049
H8 1.37 -0.20 -2.51  0.096
H9 -0.35 0.39 3.54  0.006
H10 0.33 1.51 2.85  0.027
O1 0.20 1.13 3.72  -0.041

---

Results for electronic energy: -615.44955 -307.64881 -281.63829 -544.10568 -584.13075 -890.39413 -287.80171 -309.73528 (in a.u., following the order of the records).
Results for relative energy (zero: lowest compared OMol25 entry of this formula, charge and spin): 66.6 39.9 29.5 31.5 151.4 53.9 97.0 67.2 (in kcal/mol, following the order of the records).